Record 1
{"formula": "C5H13NO2", "method": "ωB97M-V with the def2-TZVPD basis set", "species": ["C", "C", "C", "C", "C", "N", "H", "H", "H", "H", "H", "H", "H", "H", "H", "O", "H", "H", "O", "H", "H"], "positions_angstrom": [[0.202, 2.661, -0.754], [-0.596, 1.766, -0.186], [-0.630, 0.321, -0.658], [0.672, -0.235, -1.069], [-1.757, -0.359, -0.499], [-1.802, -1.701, -0.977], [1.101, 2.396, -1.323], [0.236, 3.734, -0.569], [-1.429, 2.107, 0.439], [1.556, 0.365, -1.031], [0.553, -0.659, -2.098], [0.924, -1.246, -0.691], [-2.709, 0.004, -0.166], [-0.972, -2.256, -0.965], [-2.706, -2.132, -0.875], [3.415, -0.741, 1.005], [3.230, -0.274, 0.207], [3.653, -0.136, 1.724], [-1.124, -1.533, 2.963], [-0.192, -1.307, 2.883], [-1.623, -0.777, 2.640]], "spin_multiplicity": 1, "total_charge": 0, "molar_mass_g_mol": 119.2, "smiles": "C=C/C(C)=C/N.O.O", "lumo_ev": 0.62, "relative_energy_kj_mol": 261.82, "largest_force_ha_per_bohr": 0.079, "homo_energy_ev": -7.750}

Record 2
{"formula": "C5H13NO2", "method": "ωB97M-V with the def2-TZVPD basis set", "species": ["C", "C", "C", "C", "N", "C", "O", "H", "H", "H", "H", "H", "H", "H", "H", "H", "H", "H", "O", "H", "H"], "positions_angstrom": [[0.184, 3.124, 0.385], [0.909, 1.780, -0.012], [0.510, 0.820, -1.096], [-0.039, -0.490, -0.556], [0.867, -1.077, 0.509], [-0.301, -1.471, -1.764], [-1.124, -2.337, -1.660], [0.529, 3.582, 1.332], [0.403, 3.841, -0.320], [-0.890, 2.971, 0.215], [1.057, 1.140, 0.834], [1.937, 2.049, -0.322], [-0.228, 1.327, -1.729], [1.451, 0.484, -1.634], [-1.026, -0.315, -0.166], [0.457, -1.823, 0.961], [1.725, -1.337, 0.049], [0.263, -1.263, -2.618], [-2.031, -3.683, 2.784], [-2.268, -2.890, 2.317], [-2.385, -4.433, 2.491]], "spin_multiplicity": 1, "total_charge": 0, "molar_mass_g_mol": 119.2, "smiles": "CCC[C@H](N)C=O.O", "lumo_ev": 0.69, "relative_energy_kj_mol": 262.81, "largest_force_ha_per_bohr": 0.118, "homo_energy_ev": -9.238}

Record 3
{"formula": "C5H13NO2", "method": "ωB97M-V with the def2-TZVPD basis set", "species": ["C", "C", "C", "C", "N", "C", "O", "H", "H", "H", "H", "H", "H", "H", "H", "H", "H", "H", "O", "H", "H"], "positions_angstrom": [[-0.763, 1.045, -1.822], [-0.830, 0.158, -0.592], [0.370, 0.028, 0.390], [1.072, -1.401, 0.108], [1.188, 1.224, 0.139], [2.305, 1.535, 0.961], [2.369, 1.155, 2.154], [-0.088, 0.773, -2.545], [-1.677, 1.075, -2.344], [-0.624, 2.073, -1.551], [-1.723, 0.512, 0.010], [-1.089, -0.946, -0.835], [0.008, 0.165, 1.516], [1.803, -1.511, 0.951], [1.687, -1.487, -0.769], [0.231, -2.137, 0.310], [1.488, 1.165, -0.953], [3.088, 2.146, 0.527], [-2.864, -1.581, 1.723], [-3.624, -2.073, 1.614], [-2.330, -1.918, 1.008]], "spin_multiplicity": 1, "total_charge": 0, "molar_mass_g_mol": 119.2, "smiles": "CC[C@@H](C)NC=O.O", "lumo_ev": 0.71, "relative_energy_kj_mol": 219.32, "largest_force_ha_per_bohr": 0.086, "homo_energy_ev": -9.568}

Record 4
{"formula": "C5H13NO2", "method": "ωB97M-V with the def2-TZVPD basis set", "species": ["C", "C", "O", "N", "O", "H", "H", "H", "H", "H", "H", "H", "C", "C", "C", "H", "H", "H", "H", "H", "H"], "positions_angstrom": [[-2.225, -0.715, 0.415], [-1.263, 0.423, 0.162], [-1.855, 1.459, -0.533], [-0.597, 0.860, 1.371], [0.145, 2.049, 1.038], [-3.049, -0.356, 1.032], [-2.638, -1.068, -0.527], [-1.716, -1.524, 0.932], [-0.368, 0.013, -0.477], [-1.270, 2.231, -0.316], [-1.291, 1.152, 2.061], [1.017, 1.613, 0.432], [2.069, 0.671, -0.473], [1.326, -0.362, -0.996], [1.384, -1.749, -0.434], [2.709, 0.459, 0.378], [2.399, 1.458, -1.139], [1.008, -0.297, -2.033], [0.428, -2.261, -0.548], [1.642, -1.728, 0.624], [2.143, -2.327, -0.969]], "spin_multiplicity": 1, "total_charge": 0, "molar_mass_g_mol": 119.2, "smiles": "C[C@@H](O)NO.C=CC", "lumo_ev": 0.43, "relative_energy_kj_mol": 442.86, "largest_force_ha_per_bohr": 0.079, "homo_energy_ev": -8.810}

Record 5
{"formula": "C5H13NO2", "method": "ωB97M-V with the def2-TZVPD basis set", "species": ["C", "C", "C", "C", "C", "N", "O", "O", "H", "H", "H", "H", "H", "H", "H", "H", "H", "H", "H", "H", "H"], "positions_angstrom": [[-0.055, 0.035, 0.710], [-1.249, -0.369, -0.159], [2.483, -0.759, -0.001], [0.484, 1.430, 0.540], [-1.084, -0.034, -1.635], [-2.399, 0.350, 0.404], [1.137, -1.139, 0.250], [-0.067, -0.462, 1.944], [0.733, -1.248, 1.460], [-1.333, -1.459, -0.049], [-3.242, 0.130, -0.114], [-2.540, 0.064, 1.368], [3.081, -1.667, -0.099], [2.888, -0.147, 0.810], [2.543, -0.200, -0.938], [0.861, 1.609, -0.466], [-0.350, 2.111, 0.719], [1.260, 1.621, 1.278], [-1.056, 1.045, -1.791], [-1.925, -0.432, -2.206], [-0.169, -0.481, -2.023]], "spin_multiplicity": 1, "total_charge": 0, "molar_mass_g_mol": 119.2, "lumo_ev": 0.92, "relative_energy_kj_mol": 268.68, "largest_force_ha_per_bohr": 0.022, "homo_energy_ev": -9.356}

Record 6
{"formula": "C5H13NO2", "method": "ωB97M-V with the def2-TZVPD basis set", "species": ["C", "C", "C", "C", "N", "C", "O", "H", "H", "H", "H", "H", "H", "H", "H", "H", "H", "H", "O", "H", "H"], "positions_angstrom": [[0.682, -1.849, -2.429], [-0.552, -1.967, -1.561], [-1.238, -0.727, -0.940], [-0.180, 0.323, -0.379], [0.557, -0.161, 0.811], [1.448, 0.796, 1.247], [1.585, 1.861, 0.714], [0.521, -2.467, -3.372], [0.911, -0.804, -2.694], [1.547, -2.220, -1.920], [-0.252, -2.538, -0.706], [-1.260, -2.451, -2.145], [-1.964, -0.221, -1.585], [-1.842, -0.974, -0.127], [0.482, 0.646, -1.273], [-0.550, 1.293, -0.124], [0.595, -1.081, 1.157], [1.721, 0.626, 2.281], [-1.867, 1.699, 2.386], [-1.183, 2.522, 2.383], [-1.323, 0.860, 2.014]], "spin_multiplicity": 1, "total_charge": 0, "molar_mass_g_mol": 119.2, "smiles": "CCCCNC=O.O", "lumo_ev": 0.69, "relative_energy_kj_mol": 208.02, "largest_force_ha_per_bohr": 0.079, "homo_energy_ev": -10.185}

Record 7
{"formula": "C5H13NO2", "method": "ωB97M-V with the def2-TZVPD basis set", "species": ["C", "C", "N", "C", "C", "C", "O", "H", "H", "H", "H", "H", "H", "H", "H", "H", "H", "H", "O", "H", "H"], "positions_angstrom": [[1.812, 0.568, 1.717], [1.285, -0.024, 0.432], [0.406, 0.886, -0.348], [-1.020, 0.815, -0.006], [-1.641, -0.465, -0.519], [-1.647, 2.035, -0.671], [-1.390, 3.157, -0.314], [1.137, 1.324, 2.125], [1.899, -0.199, 2.470], [2.806, 1.016, 1.644], [2.059, -0.344, -0.256], [0.709, -0.935, 0.613], [0.755, 1.819, -0.194], [-1.176, 0.913, 1.091], [-1.304, -0.644, -1.533], [-2.737, -0.454, -0.554], [-1.324, -1.356, 0.024], [-2.331, 1.813, -1.497], [0.306, -3.140, -1.650], [0.745, -3.987, -1.774], [0.653, -2.798, -0.804]], "spin_multiplicity": 1, "total_charge": 0, "molar_mass_g_mol": 119.2, "smiles": "CCN[C@H](C)C=O.O", "lumo_ev": 0.67, "relative_energy_kj_mol": 173.70, "largest_force_ha_per_bohr": 0.027, "homo_energy_ev": -9.055}

Record 8
{"formula": "C5H13NO2", "method": "ωB97M-V with the def2-TZVPD basis set", "species": ["C", "C", "C", "C", "C", "N", "O", "O", "H", "H", "H", "H", "H", "H", "H", "H", "H", "H", "H", "H", "H"], "positions_angstrom": [[0.684, -0.582, 0.382], [0.907, 0.666, -0.316], [-1.010, -0.748, -0.469], [0.233, 1.929, 0.157], [-2.050, -0.598, 0.625], [1.502, -1.657, 0.043], [2.541, 0.963, 0.200], [-1.390, -0.131, -1.665], [3.090, 0.213, -0.067], [-1.751, 0.742, -1.474], [0.511, -0.488, 1.451], [1.056, 0.585, -1.393], [-0.896, -1.800, -0.744], [1.782, -1.716, -0.926], [1.476, -2.447, 0.670], [-3.032, -0.898, 0.251], [-1.810, -1.238, 1.473], [-0.173, 1.823, 1.162], [0.996, 2.704, 0.196], [-0.551, 2.245, -0.529], [-2.116, 0.434, 0.973]], "spin_multiplicity": 1, "total_charge": 0, "molar_mass_g_mol": 119.2, "lumo_ev": 0.88, "relative_energy_kj_mol": 337.46, "largest_force_ha_per_bohr": 0.109, "homo_energy_ev": -7.964}

Copy entry 2 word for word.
{"formula": "C5H13NO2", "method": "ωB97M-V with the def2-TZVPD basis set", "species": ["C", "C", "C", "C", "N", "C", "O", "H", "H", "H", "H", "H", "H", "H", "H", "H", "H", "H", "O", "H", "H"], "positions_angstrom": [[0.184, 3.124, 0.385], [0.909, 1.780, -0.012], [0.510, 0.820, -1.096], [-0.039, -0.490, -0.556], [0.867, -1.077, 0.509], [-0.301, -1.471, -1.764], [-1.124, -2.337, -1.660], [0.529, 3.582, 1.332], [0.403, 3.841, -0.320], [-0.890, 2.971, 0.215], [1.057, 1.140, 0.834], [1.937, 2.049, -0.322], [-0.228, 1.327, -1.729], [1.451, 0.484, -1.634], [-1.026, -0.315, -0.166], [0.457, -1.823, 0.961], [1.725, -1.337, 0.049], [0.263, -1.263, -2.618], [-2.031, -3.683, 2.784], [-2.268, -2.890, 2.317], [-2.385, -4.433, 2.491]], "spin_multiplicity": 1, "total_charge": 0, "molar_mass_g_mol": 119.2, "smiles": "CCC[C@H](N)C=O.O", "lumo_ev": 0.69, "relative_energy_kj_mol": 262.81, "largest_force_ha_per_bohr": 0.118, "homo_energy_ev": -9.238}